*one*
The following is a quantum chemistry calculation of one molecule with the formula CH2P2, from the OMol25 dataset.

## Properties
Kohn-Sham gap (eV): 8.157
Spin multiplicity: 1

Cartesian coordinates (Å):
C -0.462 -0.105 0.008
P -2.017 -1.131 0.012
P -2.432 0.843 -0.020
H -0.027 0.016 0.881
H 0.027 -0.012 -0.944

---

*two*
The following is a quantum chemistry calculation of a 2-piece molecular cluster, CH2P2 overall, from the OMol25 dataset.

## Properties
Kohn-Sham gap (alpha / beta) (eV): 6.833 / 6.831
Spin multiplicity: 1

Cartesian coordinates (Å):
C -0.564 0.585 0.267
P -1.220 2.037 -0.377
P -0.546 1.846 1.585
H -1.044 -0.284 0.436
H 1.074 -0.027 -0.602

---

Most stable of them? *one*.

---

*one*
The following is a quantum chemistry calculation of an isolated ion of composition C5H10N2P and charge +1, from the OMol25 dataset.

## Properties
Total charge: +1
Kohn-Sham gap (alpha / beta) (eV): 9.052 / 3.999
Spin multiplicity: 1

Cartesian coordinates (Å):
C 0.736 1.231 -0.727
C 1.006 -0.821 0.344
C -1.106 -0.478 -1.057
C 2.185 0.019 0.610
C -2.003 -0.307 0.217
N 0.235 0.010 -0.609
N 1.813 1.304 0.004
P -3.553 0.684 0.201
H 1.077 -1.742 -0.118
H 0.484 -0.996 1.372
H -1.102 -1.597 -1.200
H -1.311 0.041 -1.857
H 2.350 0.261 1.642
H 3.052 -0.475 0.182
H -1.995 -1.243 0.724
H -1.360 0.320 0.877
H 2.481 2.053 -0.082
H -2.989 1.737 -0.522

---

*two*
The following is a quantum chemistry calculation of an isolated ion of composition C5H10N2P and charge +1, from the OMol25 dataset.

## Properties
Total charge: +1
Kohn-Sham gap (eV): 8.025
Spin multiplicity: 1
SMILES: C[C@H]1[NH+]=CN=P[C@@H]1C

Cartesian coordinates (Å):
C -1.842 -1.439 0.285
C 0.259 -0.388 -0.338
C -0.375 0.809 0.523
C 1.757 -0.693 -0.193
C 0.275 2.072 -0.022
N -2.551 -0.423 -0.004
N -0.539 -1.587 0.047
P -2.169 1.112 -0.146
H -2.172 -2.409 0.733
H 0.193 -0.364 -1.480
H -0.219 0.641 1.534
H 1.770 -1.144 0.834
H 2.188 0.323 -0.199
H 2.065 -1.273 -0.931
H 0.437 2.043 -1.169
H 1.205 2.113 0.496
H -0.216 3.020 0.289
H -0.066 -2.412 -0.259

---

Most stable of them? *two*.

---

*one*
The following is a quantum chemistry calculation of C2H6N4O2 as an isolated structure, from the OMol25 dataset.

## Properties
Kohn-Sham gap (eV): 7.526
Spin multiplicity: 1

Cartesian coordinates (Å):
C 0.099 0.296 -0.228
C 2.589 0.230 0.405
H -2.252 -2.018 -0.991
H -2.568 -0.360 -0.501
H -0.345 -1.351 0.912
H 1.084 -1.035 -1.711
H 2.310 1.053 1.867
H -1.745 1.803 0.878
N -2.114 -1.221 0.006
N -0.860 -0.480 0.435
N 1.268 -0.337 -0.297
N 0.097 1.574 -0.340
O 3.704 -0.098 -0.258
O -1.267 1.942 -0.177

---

*two*
The following is a quantum chemistry calculation of one molecule with the formula C2H6N4O2, from the OMol25 dataset.

## Properties
Kohn-Sham gap (eV): 10.277
Spin multiplicity: 1
SMILES: NC(=O)N(N)C(N)=O

Cartesian coordinates (Å):
N -0.444 0.183 -0.515
C -0.757 -0.805 0.404
C 0.602 1.092 -0.096
N -0.375 -0.267 -1.885
N 0.374 -1.531 0.747
N 0.453 1.623 1.159
O -1.808 -0.910 1.020
O 1.498 1.461 -0.850
H -1.251 0.016 -2.333
H 0.322 0.329 -2.351
H -0.500 1.901 1.373
H 0.220 -2.239 1.455
H 0.969 -1.818 -0.021
H 0.697 0.965 1.893

---

Most stable of them? *two*.